126
Properties=species:S:1:pos:R:3 method="wB97M-V/def2-TZVPD" e_lumo_ev=-0.550 fmax_ev_per_a=6.09 charge=0 relative_energy_kj_mol=261.6 e_homo_ev=-9.07 e_tot_ev=-60336.08255 homo_lumo_gap_ev=8.52
Zr 0.18 3.70 0.56
C 1.17 -0.68 -0.73
C 0.04 0.30 -0.46
C -0.92 -0.27 0.54
O 0.38 1.60 -0.14
H 1.83 -0.36 -1.53
H 0.78 -1.62 -1.11
H 1.83 -0.89 0.11
H -0.47 0.37 -1.42
H -1.17 -1.31 0.33
H -1.88 0.24 0.59
H -0.48 -0.36 1.54
C -4.49 4.09 0.93
C -3.22 3.54 1.63
C -3.46 2.11 2.12
O -1.97 3.71 1.06
H -4.44 5.17 0.86
H -5.41 3.78 1.44
H -4.53 3.77 -0.11
H -3.20 4.15 2.53
H -4.25 2.13 2.88
H -2.61 1.66 2.64
H -3.68 1.40 1.32
C 0.29 5.80 -3.49
C -0.42 4.62 -2.82
C 0.00 3.35 -3.58
O -0.16 4.53 -1.47
H 0.04 6.01 -4.53
H 1.37 5.65 -3.46
H 0.15 6.70 -2.90
H -1.50 4.68 -2.97
H 1.09 3.27 -3.63
H -0.32 3.38 -4.62
H -0.44 2.45 -3.16
C 0.26 1.52 4.17
C 1.14 2.68 3.87
C 2.58 2.10 4.06
O 0.88 3.34 2.64
H 0.24 0.79 3.36
H -0.78 1.83 4.28
H 0.47 1.10 5.15
H 0.93 3.38 4.68
H 3.30 2.89 3.85
H 2.86 1.27 3.40
H 2.77 1.73 5.07
C 3.94 2.34 -0.47
C 3.03 3.43 -1.02
O 2.33 4.01 0.09
H 4.80 2.04 -1.07
H 3.41 1.40 -0.32
H 4.44 2.60 0.47
H 2.31 2.93 -1.67
H 3.59 4.16 -1.61
H 2.98 4.57 0.52
C 2.10 0.36 -4.35
C 1.87 -0.89 -5.19
O 2.99 -1.11 -6.07
H 2.40 1.19 -5.00
H 2.84 0.36 -3.55
H 1.13 0.60 -3.92
H 0.89 -0.85 -5.65
H 1.88 -1.68 -4.43
H 2.83 -1.94 -6.53
C -2.50 -0.53 4.09
C -2.40 -1.76 4.98
O -3.63 -1.91 5.68
H -2.73 0.33 4.71
H -3.37 -0.62 3.44
H -1.63 -0.28 3.48
H -1.54 -1.72 5.66
H -2.21 -2.68 4.42
H -3.65 -1.28 6.41
C 1.12 -2.33 3.03
C 2.19 -3.40 3.44
O 1.54 -4.51 3.99
H 0.75 -2.58 2.03
H 1.60 -1.35 2.97
H 0.29 -2.26 3.73
H 2.94 -3.02 4.13
H 2.80 -3.71 2.60
H 1.15 -5.06 3.30
C 4.38 -0.65 1.80
C 5.14 -0.54 3.14
O 6.42 -1.12 3.02
H 4.89 0.01 1.09
H 3.37 -0.27 1.92
H 4.37 -1.60 1.26
H 4.67 -1.04 3.99
H 5.21 0.52 3.38
H 6.92 -1.03 3.84
C -3.90 1.28 -1.80
C -3.54 0.03 -2.52
O -4.30 -0.05 -3.71
H -3.77 2.11 -2.48
H -3.26 1.49 -0.95
H -4.91 1.27 -1.38
H -3.74 -0.82 -1.86
H -2.48 0.11 -2.73
H -5.17 -0.31 -3.38
C -0.97 -2.82 -3.66
C -1.74 -2.82 -5.00
O -2.07 -4.13 -5.41
H -0.10 -3.47 -3.71
H -1.56 -3.20 -2.83
H -0.64 -1.83 -3.36
H -1.18 -2.25 -5.75
H -2.70 -2.32 -4.91
H -2.81 -4.37 -4.84
C -4.30 -3.69 -0.71
C -4.20 -2.95 0.62
O -5.46 -3.06 1.20
H -5.15 -3.29 -1.27
H -4.48 -4.76 -0.58
H -3.39 -3.59 -1.30
H -3.88 -1.94 0.36
H -3.44 -3.36 1.29
H -5.49 -2.79 2.12
C 3.77 -3.67 -1.66
C 2.47 -4.11 -1.06
O 2.52 -5.49 -0.81
H 3.79 -2.58 -1.63
H 3.96 -3.97 -2.69
H 4.62 -3.99 -1.04
H 1.64 -3.91 -1.74
H 2.26 -3.57 -0.13
H 2.94 -5.61 0.04